#P
{
  "formula": "C10H10O2",
  "method": "ωB97M-V/def2-TZVPD",
  "charge": 0,
  "e_lumo_ev": 0.32,
  "orbital_gap_ev": 8.472,
  "elements": ["C", "C", "C", "C", "C", "C", "C", "C", "C", "C", "H", "H", "H", "H", "H", "H", "H", "H", "H", "H", "O", "O"],
  "coordinates": [[3.107, -1.592, 0.524], [3.483, -0.156, -0.315], [2.653, 0.989, -0.121], [1.179, 0.650, 0.000], [0.473, 1.742, 0.117], [-0.922, 1.869, 0.264], [-1.632, 0.672, -0.055], [-3.031, -1.114, 0.381], [-0.900, -0.576, -0.058], [0.521, -0.681, -0.181], [2.408, -2.640, 0.046], [2.407, -1.331, 1.568], [4.251, -2.030, 0.677], [4.558, -0.250, -0.817], [3.061, 1.728, -0.764], [1.074, 2.602, 0.205], [-1.501, 2.915, 0.148], [-2.693, -1.403, 1.448], [-4.162, -1.447, 0.077], [1.019, -1.423, -0.521], [-3.020, 0.521, 0.018], [-1.981, -1.463, -0.694]],
  "lowdin_charge": [-0.169, -0.102, -0.073, -0.233, -0.125, 0.027, -0.250, 0.009, -0.108, 0.083, 0.128, 0.125, 0.077, 0.113, 0.080, 0.098, 0.161, 0.143, 0.166, 0.000, -0.055, -0.094]
}

***

#Q
{
  "formula": "C10H10O2",
  "method": "ωB97M-V/def2-TZVPD",
  "charge": 0,
  "e_lumo_ev": [0.53, 0.54],
  "orbital_gap_ev": [7.064, 7.066],
  "elements": ["C", "C", "C", "C", "C", "C", "C", "C", "C", "C", "O", "O", "H", "H", "H", "H", "H", "H", "H", "H", "H", "H"],
  "coordinates": [[0.265, 0.271, -4.339], [-0.202, -0.867, -3.729], [0.629, 1.408, -3.678], [-0.366, -0.942, -2.350], [0.435, 1.394, -2.247], [-0.058, 0.232, -1.702], [-0.170, 0.178, -0.268], [0.323, -0.176, 1.608], [0.347, 0.635, 4.092], [0.768, -0.444, 3.013], [-0.175, -0.922, 0.583], [0.402, 0.969, 0.783], [0.353, 0.329, -5.441], [-0.426, -1.759, -4.475], [0.866, 2.267, -4.289], [-0.719, -1.762, -1.795], [0.521, 2.197, -1.571], [0.770, 1.586, 3.779], [0.722, 0.202, 4.979], [-0.700, 0.723, 4.076], [0.434, -1.454, 3.279], [1.854, -0.434, 3.087]],
  "lowdin_charge": [-0.157, -0.093, -0.060, -0.026, -0.004, -0.216, -0.201, -0.227, -0.061, -0.147, 0.117, 0.103, 0.108, 0.143, 0.099, 0.105, 0.099, 0.079, 0.057, 0.055, 0.123, 0.105]
}

***

Relative to the most stable one, in kJ/mol, the structures come out at #P 391.1; #Q 0.0.

***

#P
{
  "formula": "CsH4O2",
  "method": "ωB97M-V/def2-TZVPD",
  "charge": 1,
  "e_lumo_ev": -3.62,
  "orbital_gap_ev": 12.428,
  "elements": ["Cs", "O", "H", "H", "O", "H", "H"],
  "coordinates": [[0.282, 0.556, 0.290], [1.048, 0.353, -2.534], [1.969, 0.466, -2.298], [0.966, 0.778, -3.388], [-1.186, -0.774, 2.337], [-2.048, -1.161, 2.491], [-1.033, -0.218, 3.102]],
  "lowdin_charge": [1.228, -0.188, 0.025, 0.057, -0.218, 0.058, 0.039]
}

***

#Q
{
  "formula": "CsH4O2",
  "method": "ωB97M-V/def2-TZVPD",
  "charge": 1,
  "e_lumo_ev": -9.26,
  "orbital_gap_ev": 3.222,
  "elements": ["Cs", "O", "H", "H", "O", "H", "H"],
  "coordinates": [[1.677, 1.617, 3.569], [1.945, 2.919, 1.733], [1.466, 3.577, 4.023], [2.211, 1.355, 1.574], [2.065, 1.035, 9.347], [1.590, 3.362, 11.357], [1.766, 1.801, 7.788]],
  "lowdin_charge": [1.514, -0.742, 0.067, 0.122, -0.454, 0.295, 0.198]
}

***

Relative to the most stable one, in kJ/mol, the structures come out at #P 0.0; #Q 2491.3.